# 1
DFT (ωB97M-V/def2-TZVPD) results for a structure of composition C2H4Cl4O.

Output
HOMO-LUMO gap: 11.431 eV
Energy relative to the best compared isomer or geometry (same formula, charge and spin): 6.37 kJ/mol
HOMO level: -10.99 eV
Multiplicity: 1
Charge: 0

Element x y z (Å)
1 Cl 1.29 1.19 -1.66
2 Cl -2.52 0.83 0.42
3 Cl -0.06 2.07 1.21
4 Cl -1.53 2.78 -1.22
5 C -0.14 0.46 -0.87
6 C -1.04 1.50 -0.16
7 H -0.73 -0.07 -1.64
8 H 0.30 -0.30 -0.20
9 O 1.14 -3.02 1.30
10 H 1.67 -2.48 0.67
11 H 1.63 -2.96 2.15

# 2
DFT (ωB97M-V/def2-TZVPD) results for a structure of composition C5H8LaLiO3.

Output
HOMO-LUMO gap (alpha / beta): 6.513 / 7.697 eV
Energy relative to the best compared isomer or geometry (same formula, charge and spin): 225.91 kJ/mol
HOMO level (alpha / beta): -18.48 / -19.50 eV
Multiplicity: 2
Charge: +3

Element x y z (Å)
1 C 0.54 1.02 -2.51
2 C 1.74 1.74 -2.57
3 H 0.67 0.03 -2.98
4 H -0.05 1.87 -3.05
5 H 2.32 1.42 -1.57
6 Li -0.54 2.28 0.05
7 O -0.15 -0.91 0.58
8 La 2.02 -3.87 -1.06
9 O 1.28 -1.18 -1.05
10 C 0.36 -0.53 -0.55
11 O 0.01 0.65 -1.00
12 C -0.84 0.00 1.46
13 C -1.30 -0.78 2.66
14 H -0.12 0.77 1.78
15 H -1.69 0.43 0.92
16 H -0.45 -1.17 3.23
17 H -1.90 -0.11 3.30
18 H -1.92 -1.64 2.36

# 3
DFT (ωB97M-V/def2-TZVPD) results for a structure of composition C25H48Br18Cl2NO4.

Output
HOMO-LUMO gap: 6.702 eV
HOMO level: -5.06 eV
Multiplicity: 1
Charge: -1

Element x y z (Å)
1 C -2.49 3.12 0.26
2 C -2.01 4.51 -0.15
3 C -1.34 4.58 -1.56
4 Cl -2.26 5.85 -2.52
5 N -1.22 3.30 -2.20
6 C -2.05 3.12 -3.38
7 O -2.14 1.85 -3.96
8 O -3.36 1.22 -3.60
9 C 0.14 2.83 -2.27
10 C 0.98 3.66 -3.27
11 Cl 1.02 3.07 -0.61
12 C 0.33 1.29 -2.60
13 O -0.44 0.48 -2.01
14 O 1.24 0.94 -3.39
15 H -3.50 2.95 -0.11
16 H -1.80 2.32 0.00
17 H -2.58 3.12 1.35
18 H -1.29 4.86 0.58
19 H -2.84 5.21 -0.10
20 H -0.39 5.06 -1.42
21 H -1.72 3.77 -4.19
22 H -3.07 3.35 -3.09
23 H -3.13 0.33 -3.29
24 H 1.84 4.13 -2.81
25 H 1.27 3.06 -4.12
26 H 0.37 4.48 -3.66
27 Br -0.04 1.22 3.86
28 C -0.83 -0.15 2.71
29 C 0.19 -0.70 1.74
30 Br 0.51 0.57 0.28
31 H -1.68 0.30 2.21
32 H -1.18 -0.93 3.40
33 H -0.19 -1.61 1.27
34 H 1.15 -0.91 2.21
35 Br -3.19 -2.00 7.00
36 C -4.00 -3.39 5.90
37 C -3.01 -3.96 4.92
38 Br -2.71 -2.75 3.43
39 H -4.86 -2.95 5.42
40 H -4.32 -4.16 6.60
41 H -3.40 -4.87 4.48
42 H -2.04 -4.15 5.36
43 Br 3.24 5.23 -5.74
44 C 4.36 3.83 -6.48
45 C 4.58 2.69 -5.52
46 Br 5.89 3.21 -4.18
47 H 5.29 4.29 -6.78
48 H 3.83 3.49 -7.37
49 H 5.01 1.84 -6.03
50 H 3.68 2.38 -4.99
51 Br -3.89 -1.70 -2.90
52 C -2.51 -2.68 -3.84
53 C -2.19 -4.02 -3.24
54 Br -1.14 -3.84 -1.63
55 H -1.65 -2.01 -3.87
56 H -2.90 -2.82 -4.85
57 H -1.57 -4.59 -3.93
58 H -3.06 -4.60 -2.97
59 Br -7.31 -1.62 9.82
60 C -5.98 -0.90 11.05
61 C -4.65 -1.57 10.88
62 Br -4.63 -3.34 11.69
63 H -6.39 -1.01 12.05
64 H -5.91 0.16 10.81
65 H -3.87 -1.01 11.40
66 H -4.36 -1.69 9.84
67 Br -2.61 3.58 5.83
68 C -1.31 3.20 7.22
69 C -1.39 1.78 7.70
70 Br -2.92 1.52 8.88
71 H -1.48 3.92 8.02
72 H -0.34 3.40 6.77
73 H -0.52 1.53 8.31
74 H -1.48 1.06 6.89
75 Br 2.56 -2.30 -2.22
76 C 3.36 -0.90 -3.29
77 C 4.82 -0.76 -2.98
78 Br 5.08 0.15 -1.28
79 H 2.78 0.00 -3.10
80 H 3.21 -1.20 -4.33
81 H 5.31 -0.13 -3.73
82 H 5.34 -1.71 -2.91
83 Br 11.38 0.01 -1.98
84 C 9.52 0.42 -1.57
85 C 9.00 1.55 -2.42
86 Br 9.65 3.28 -1.80
87 H 9.47 0.64 -0.51
88 H 8.97 -0.49 -1.78
89 H 7.91 1.61 -2.34
90 H 9.28 1.46 -3.46
91 Br -3.31 -7.39 -4.83
92 C -1.62 -7.59 -5.76
93 C -0.62 -8.38 -4.95
94 Br 0.15 -7.30 -3.53
95 H -1.27 -6.60 -6.01
96 H -1.87 -8.12 -6.68
97 H 0.22 -8.68 -5.57
98 H -1.06 -9.25 -4.48

# 4
DFT (ωB97M-V/def2-TZVPD) results for the molecule C18H27N3O4S.

Output
HOMO-LUMO gap: 9.226 eV
Energy relative to the best compared isomer or geometry (same formula, charge and spin): 139.91 kJ/mol
HOMO level: -8.60 eV
Structure (SMILES): COc1ccc(CNC(=O)C2CCN(S(=O)(=O)N3CCCC3)CC2)cc1
Multiplicity: 1
Charge: 0

Element x y z (Å)
1 C -2.60 -1.28 -3.63
2 O -1.47 -0.54 -4.03
3 C -1.19 0.62 -3.37
4 C -0.05 1.30 -3.81
5 C 0.34 2.47 -3.19
6 C -0.39 2.99 -2.13
7 C 0.11 4.18 -1.35
8 N 0.93 3.70 -0.25
9 C 0.36 3.27 0.90
10 O -0.77 3.58 1.21
11 C 1.26 2.42 1.80
12 C 0.41 1.75 2.89
13 C -0.56 0.74 2.26
14 N 0.12 -0.24 1.44
15 S 0.80 -1.53 2.25
16 O -0.11 -1.91 3.29
17 O 2.17 -1.30 2.61
18 N 0.81 -2.61 0.97
19 C 1.60 -3.80 1.24
20 C 0.61 -4.78 1.87
21 C -0.65 -4.54 1.04
22 C -0.54 -3.06 0.62
23 C 0.99 0.33 0.43
24 C 2.00 1.31 1.04
25 C -1.53 2.32 -1.71
26 C -1.93 1.14 -2.32
27 H -2.63 -2.15 -4.29
28 H -3.52 -0.70 -3.76
29 H -2.52 -1.61 -2.59
30 H 0.51 0.89 -4.64
31 H 1.23 2.99 -3.54
32 H 0.71 4.85 -1.97
33 H -0.73 4.73 -0.91
34 H 1.83 3.33 -0.50
35 H 1.99 3.09 2.27
36 H -0.17 2.51 3.42
37 H 1.06 1.23 3.59
38 H -1.08 0.18 3.04
39 H -1.28 1.26 1.64
40 H 1.99 -4.18 0.29
41 H 2.43 -3.53 1.89
42 H 0.44 -4.50 2.91
43 H 0.95 -5.81 1.82
44 H -0.66 -5.18 0.16
45 H -1.56 -4.72 1.62
46 H -0.68 -2.93 -0.46
47 H -1.25 -2.42 1.15
48 H 1.50 -0.51 -0.04
49 H 0.36 0.83 -0.31
50 H 2.65 1.70 0.25
51 H 2.62 0.76 1.74
52 H -2.10 2.71 -0.88
53 H -2.81 0.64 -1.96

# 5
DFT (ωB97M-V/def2-TZVPD) results for a structure of composition C29H41F5P2PbS.

Output
HOMO-LUMO gap: 3.249 eV
HOMO level: -12.29 eV
Multiplicity: 1
Charge: +2

Element x y z (Å)
1 Pb -3.27 2.11 -0.40
2 C 1.06 -1.83 0.93
3 C 1.38 -0.61 1.59
4 C -0.81 -1.10 2.04
5 C -0.30 -2.11 1.19
6 C 0.22 -0.16 2.28
7 C 2.00 -2.69 0.20
8 H 2.77 -2.10 -0.31
9 H 1.47 -3.29 -0.55
10 H 2.51 -3.40 0.87
11 C -1.07 -3.28 0.71
12 H -0.44 -3.92 0.07
13 H -1.94 -2.96 0.11
14 H -1.45 -3.89 1.55
15 C -2.16 -1.13 2.67
16 H -2.27 -2.00 3.33
17 H -2.96 -1.19 1.91
18 H -2.31 -0.23 3.27
19 C 0.17 1.03 3.15
20 H 0.49 0.79 4.18
21 H -0.85 1.42 3.23
22 H 0.82 1.83 2.80
23 C 2.68 0.09 1.60
24 H 3.06 0.24 2.63
25 H 2.61 1.08 1.14
26 H 3.45 -0.48 1.06
27 C 0.93 0.52 -2.63
28 C 2.14 0.15 -2.19
29 C 3.31 1.04 -1.89
30 C 3.07 2.54 -1.65
31 C 2.07 2.85 -0.58
32 C 0.75 3.03 -0.78
33 C -0.04 2.77 -2.03
34 C 0.56 1.87 -3.13
35 H 4.09 0.96 -2.66
36 H 2.83 3.08 -2.58
37 H 3.80 0.63 -0.99
38 H 1.41 2.38 -3.64
39 H 0.18 -0.27 -2.80
40 H 2.34 -0.90 -2.04
41 H -0.20 1.74 -3.92
42 H -1.00 2.29 -1.77
43 H 0.15 3.44 0.04
44 H -0.31 3.75 -2.49
45 H 4.03 2.95 -1.29
46 H 2.47 2.99 0.43
47 P 1.27 4.71 -4.04
48 C 1.00 4.53 -5.85
49 C 2.96 5.47 -4.11
50 P -0.11 6.41 -1.88
51 C 0.21 6.18 -3.71
52 C 1.40 7.46 -1.56
53 C -1.25 7.85 -2.09
54 H -0.07 4.43 -6.05
55 H 1.52 3.62 -6.19
56 H 1.41 5.40 -6.38
57 H 3.00 6.20 -4.94
58 H 3.68 4.67 -4.32
59 H 3.24 5.95 -3.17
60 H -0.80 8.60 -2.76
61 H -1.42 8.30 -1.10
62 H -2.19 7.49 -2.51
63 H -0.76 6.01 -4.20
64 H 0.68 7.08 -4.14
65 H 1.24 8.00 -0.61
66 H 1.53 8.20 -2.37
67 H 2.31 6.85 -1.46
68 F -4.74 -5.10 -0.98
69 C -4.79 -3.76 -0.91
70 C -3.95 -2.98 -1.72
71 F -3.13 -3.60 -2.60
72 C -3.99 -1.59 -1.62
73 F -2.98 -0.87 -2.20
74 C -4.96 -0.92 -0.86
75 S -5.29 0.82 -1.01
76 C -5.73 -1.72 0.00
77 F -6.48 -1.13 0.96
78 C -5.66 -3.11 -0.01
79 F -6.44 -3.83 0.83

Listing electronic energy for the structures above in their given order: -1994.60074, -458.88542, -48589.67531, -1565.52054, -2901.91850 Eh.